(1)
# C57H94N10O6P

A 9-piece molecular cluster, C57H94N10O6P overall (the ωB97M-V functional and the def2-TZVPD basis, the Open Molecules 2025 dataset).

Properties
charge = +1
frontier orbital gap = 5.54 eV
LUMO level = -4.275 eV
strongest force on any atom = 8.268 eV Å⁻¹

Geometry as XYZ:
```
168
C57H94N10O6P | the Open Molecules 2025 dataset | the ωB97M-V functional and the def2-TZVPD basis
C -5.19415 -2.33412 -2.42841
C -4.67111 -0.76031 -2.21729
O -4.48333 -0.40113 -0.80293
C -4.33661 1.04705 -0.60323
C -2.76783 1.51533 -0.26005
O -2.34822 1.19487 1.10818
C -1.67693 -0.09914 1.22669
C -1.51859 -1.26527 0.09267
C -0.76186 -2.67105 0.47322
P -0.64513 -4.01361 -0.87818
N -2.02656 -3.90628 -2.03961
O 0.75952 -3.54602 -1.86006
C -0.14679 -2.88854 1.97624
C 0.59576 -4.27927 2.51469
O 2.05215 -4.17558 2.62334
C 2.76067 -4.46423 1.37794
C 2.33592 -5.50199 0.18816
C 3.21408 -5.79783 -1.18542
C 2.58576 -6.89872 -2.26933
C 4.65550 -5.03446 -1.39519
C 5.14032 -3.96940 -0.20056
C 4.21975 -3.67415 1.16427
C 4.80754 -2.63189 2.28779
C 6.45752 -2.87990 2.35053
C 4.40232 -1.06156 2.03862
N -0.28532 -1.76473 3.01392
C -0.98518 -0.42887 2.71368
C -1.10272 0.72025 3.89167
C 0.43789 1.29663 4.17737
O 1.38210 0.91949 3.11429
C 1.41098 1.90000 2.01645
O 0.68455 3.01877 1.93190
C 2.43894 1.54426 0.74905
C 1.87670 2.12112 -0.69616
H -4.34635 -2.96551 -2.97563
H -5.50448 -2.83782 -1.39160
H -6.12528 -2.37453 -3.17386
H -3.60589 -0.65540 -2.74475
H -5.49349 -0.09855 -2.76812
H -5.10097 1.48009 0.17737
H -4.59472 1.56198 -1.64770
H -2.80933 2.70791 -0.31717
H -2.00717 1.19918 -1.10294
H -1.96434 -1.08644 -0.99196
H -1.77831 -4.55355 -2.82514
H -2.14240 -2.93303 -2.40610
H 1.35109 -3.06799 -1.17927
H 0.19276 -4.40959 3.63201
H 0.19069 -5.20688 1.92944
H 1.31720 -6.11217 0.29782
H 1.61126 -6.38601 -2.70536
H 2.24508 -7.90048 -1.75562
H 3.34380 -7.07433 -3.16457
H 5.31443 -5.26532 -2.35736
H 6.19701 -3.46049 -0.37800
H 4.40400 -3.02206 3.34011
H 6.68968 -4.03888 2.28339
H 6.89018 -2.53704 3.40645
H 7.01175 -2.37579 1.44704
H 4.56031 -0.78117 0.90558
H 5.05832 -0.41919 2.77153
H 3.26598 -0.95230 2.38659
H 0.09662 -1.86426 3.98826
H -1.45930 0.14651 4.87364
H -1.87097 1.57385 3.65464
H 0.44392 2.43575 4.46333
H 0.79339 0.71748 5.15855
H 2.41422 0.36071 0.65042
H 3.52822 1.94032 0.94745
H 2.60529 2.95835 -1.08363
H 0.76059 2.46535 -0.61868
H 1.92127 1.24005 -1.49520
C 6.61229 2.13488 -2.84920
C 5.67833 3.10324 -2.13538
C 6.07895 3.36872 -0.68425
C 5.97541 2.16646 0.15470
N 5.89867 1.21749 0.81699
H 6.59786 1.14551 -2.38171
H 6.30291 2.01393 -3.89220
H 7.64238 2.50517 -2.84153
H 4.65364 2.71553 -2.18042
H 5.68349 4.05575 -2.67966
H 5.42200 4.14454 -0.27429
H 7.09998 3.76495 -0.64516
C 3.91943 -7.83077 -7.94083
C 3.45371 -7.42537 -6.54861
C 3.74487 -5.96169 -6.21749
C 5.18537 -5.67699 -6.15517
N 6.32176 -5.44972 -6.11021
H 5.00568 -7.74399 -8.04153
H 3.64973 -8.87299 -8.13891
H 3.45077 -7.20712 -8.70874
H 3.92238 -8.08204 -5.80599
H 2.37114 -7.59038 -6.48270
H 3.29443 -5.72435 -5.24677
H 3.26658 -5.30923 -6.95678
C -1.69001 4.51214 3.59155
C -2.62397 5.48050 4.30537
C -2.22335 5.74598 5.75650
C -2.32689 4.54372 6.59545
N -2.40363 3.59474 7.25774
H -1.70444 3.52276 4.05904
H -1.99939 4.39118 2.54855
H -0.65992 4.88242 3.59922
H -3.64866 5.09278 4.26033
H -2.61881 6.43300 3.76109
H -2.88031 6.52179 6.16646
H -1.20233 6.14220 5.79559
C 4.41063 5.95952 -6.11191
C 3.47667 6.92788 -5.39810
C 3.87729 7.19335 -3.94696
C 3.77375 5.99110 -3.10802
N 3.69701 5.04212 -2.44573
H 4.39620 4.97014 -5.64443
H 4.10125 5.83856 -7.15491
H 5.44072 6.32980 -6.10425
H 2.45198 6.54016 -5.44314
H 3.48183 7.88038 -5.94238
H 3.22034 7.96917 -3.53701
H 4.89832 7.58958 -3.90788
C -6.14883 2.39483 5.44806
C -6.94687 3.15574 6.49863
C -8.09012 3.98047 5.90740
C -7.60866 5.06565 5.04105
N -7.23044 5.91955 4.35340
H -5.65433 3.07608 4.74878
H -5.37238 1.79186 5.92946
H -6.79494 1.72180 4.87550
H -6.26883 3.80226 7.06838
H -7.36781 2.43147 7.20700
H -8.67209 4.41444 6.72869
H -8.77000 3.32864 5.34713
C 3.81160 -12.03961 0.36566
C 4.81742 -10.89618 0.34510
C 4.22179 -9.57757 -0.14809
C 3.80216 -9.64361 -1.55505
N 3.46626 -9.69561 -2.66389
H 3.44564 -12.27003 -0.63962
H 4.27981 -12.94517 0.76432
H 2.95222 -11.79528 0.99814
H 5.67439 -11.18070 -0.27699
H 5.19719 -10.74926 1.36379
H 4.97530 -8.78890 -0.03970
H 3.37191 -9.29265 0.48242
C -12.27405 1.37330 6.44801
C -12.33604 2.14109 5.13417
C -12.03653 1.27196 3.91283
C -10.65638 0.76683 3.90925
N -9.56896 0.36364 3.90738
H -11.26961 0.98216 6.63702
H -12.53600 2.03266 7.28158
H -12.97650 0.53377 6.44570
H -11.63923 2.98664 5.17725
H -13.34306 2.56250 5.02529
H -12.19758 1.86934 3.00799
H -12.74136 0.43392 3.86888
C -0.09103 8.56454 -3.60176
C -0.79971 9.28405 -4.74177
C -1.23061 8.34782 -5.87073
C -0.08546 7.73484 -6.55837
N 0.81707 7.24673 -7.09897
H 0.84227 8.10232 -3.93779
H 0.15739 9.27400 -2.80606
H -0.72811 7.78401 -3.17378
H -0.14564 10.07257 -5.13263
H -1.69153 9.77969 -4.33861
H -1.81585 8.92109 -6.59901
H -1.89158 7.56738 -5.47697
```


(2)
# C23H39AuBrClO3SSi

C23H39AuBrClO3SSi as an isolated structure (the ωB97M-V functional and the def2-TZVPD basis, the Open Molecules 2025 dataset).

Properties
frontier orbital gap = 8.93 eV
LUMO level = 0.431 eV
strongest force on any atom = 3.418 eV Å⁻¹
relative energy (zero: lowest compared OMol25 entry of this formula, charge and spin) = 6.95 kcal/mol

Geometry as XYZ:
```
70
C23H39AuBrClO3SSi | the Open Molecules 2025 dataset | the ωB97M-V functional and the def2-TZVPD basis
Au 11.13708 10.62432 11.33613
O 9.26713 8.42228 12.38940
S 9.23894 6.91438 12.55553
C 10.05756 6.09668 11.15681
C 11.56478 6.19202 11.38391
C 11.72366 5.77748 12.88674
C 10.66995 6.51091 13.72335
H 9.72691 6.51690 10.23867
H 9.68282 5.02380 11.29060
H 11.86987 7.19942 11.17776
H 12.00063 5.42308 10.78836
H 12.67290 6.18101 13.25410
H 11.77590 4.63344 12.97696
H 11.07028 7.55669 13.93020
H 10.30503 6.08640 14.64281
C 11.26096 14.17982 11.69345
C 9.92600 14.86238 11.52819
C 10.18273 16.31969 11.06788
C 9.31673 14.90459 12.97914
Si 8.74233 13.86748 10.34538
Br 8.86096 11.70150 11.23042
C 9.32943 13.64706 8.52477
C 10.90163 13.54120 8.48671
C 8.86610 12.31120 7.81528
C 9.02269 14.78502 7.58596
C 6.86617 14.29918 10.42530
C 5.97447 13.47931 9.52643
C 6.35129 13.96461 11.83993
C 6.61021 15.76198 10.14501
H 11.96546 14.81636 12.27809
H 11.73498 13.97554 10.72610
H 11.23182 13.25174 12.17034
H 10.69646 16.74692 11.96870
H 9.27050 16.94642 10.81304
H 10.87983 16.38007 10.28273
H 10.05866 15.17733 13.74998
H 9.08269 13.86642 13.23778
H 8.40471 15.53127 13.12422
H 11.12338 12.61810 9.09003
H 11.51952 14.48795 8.83903
H 11.32205 13.26136 7.49095
H 9.33345 11.38571 8.22024
H 9.23969 12.44187 6.80147
H 7.76925 12.12300 7.76837
H 9.50152 15.74460 7.82235
H 7.94821 14.94972 7.63077
H 9.34639 14.53834 6.57400
H 6.15254 12.42849 9.69603
H 6.15298 13.67613 8.38658
H 4.94474 13.69884 9.78355
H 6.30956 12.87877 12.08765
H 5.31506 14.43707 11.86504
H 6.88952 14.53081 12.62312
H 6.88938 16.01108 9.09191
H 7.08492 16.47878 10.88106
H 5.59269 16.03355 10.23245
Cl 12.77978 12.02675 5.00823
C 13.09685 11.32492 6.56491
C 12.06281 10.65947 7.20876
C 12.33780 10.15684 8.49614
C 13.54910 10.32738 9.11217
C 14.57346 11.03235 8.42989
C 14.32684 11.59296 7.20774
C 13.73706 9.64634 10.43892
O 14.87161 9.16628 10.63006
O 12.81200 9.51108 11.37637
H 11.08967 10.44802 6.72942
H 11.59721 9.47580 8.93900
H 15.50364 11.22643 8.92854
H 15.09031 12.29106 6.83263
```